Entry from the OMol25 dataset: C23H23N6O2PPdSSe as an isolated structure at a distorted geometry (ωB97M-V/def2-TZVPD).

ORCA input file:
```
! RIJCOSX wB97M-V def2-TZVPD def2/J DEFGRID3
* xyz 0 1
Pd -0.218 0.224 -0.143
O -0.108 -2.307 0.925
C -0.828 -1.362 1.042
C -1.910 -1.124 1.976
C -2.521 -2.198 2.648
C -3.580 -1.970 3.497
C -4.047 -0.674 3.716
C -3.429 0.392 3.086
C -2.391 0.170 2.190
P -1.388 1.469 1.419
C -0.545 2.187 2.866
C 0.473 1.438 3.459
C 1.172 1.948 4.539
C 0.859 3.202 5.049
C -0.181 3.930 4.492
C -0.885 3.426 3.407
C -2.523 2.744 0.811
C -2.039 4.007 0.472
C -2.882 4.945 -0.100
C -4.206 4.625 -0.363
C -4.684 3.359 -0.064
C -3.846 2.420 0.514
H -2.130 -3.195 2.496
H -4.049 -2.799 4.012
H -4.880 -0.506 4.385
H -3.752 1.409 3.275
H 0.721 0.466 3.055
H 1.970 1.367 4.983
H 1.415 3.604 5.886
H -0.449 4.894 4.905
H -1.704 3.996 2.989
H -0.996 4.251 0.635
H -2.503 5.924 -0.361
H -4.858 5.362 -0.815
H -5.707 3.094 -0.297
H -4.215 1.425 0.720
C 3.439 1.630 -0.962
S 3.025 1.697 0.800
C 2.187 3.304 0.731
O 1.964 0.661 0.998
H 4.081 2.475 -1.210
H 2.502 1.668 -1.519
H 3.958 0.693 -1.148
H 2.913 4.069 0.456
H 1.786 3.515 1.722
H 1.391 3.231 -0.009
Se -2.327 0.394 -1.889
C -0.934 1.534 -1.930
N -0.030 2.277 -1.936
N 2.775 -3.674 -0.704
N 1.839 -2.819 -1.227
N 0.818 -3.249 -1.931
C 0.209 -2.113 -2.226
N 0.856 -1.051 -1.712
N 1.914 -1.534 -1.084
H 2.353 -4.588 -0.623
H 3.081 -3.322 0.193
H -0.693 -2.052 -2.808
*
```

For the largest force on an atom, the calculation gives 3.6 eV Å⁻¹. The energy relative to the best compared isomer or geometry (same formula, charge and spin) is 25.3 kcal per mole. The HOMO energy comes out at -6.33 eV. The gap between HOMO and LUMO is 6.1 eV. For the total energy, the calculation gives -4638.03328 Ha.

Entry from the OMol25 dataset: a 2-piece molecular cluster, C4H13NO2 overall at a distorted geometry (ωB97M-V/def2-TZVPD).

ORCA input file:
```
! RIJCOSX wB97M-V def2-TZVPD def2/J DEFGRID3
* xyz 0 1
C -0.081 2.016 0.955
C -1.102 0.857 0.795
C -0.496 -0.566 1.080
O -1.418 0.811 -0.651
C 1.289 1.722 0.364
N 1.194 1.280 -1.079
H -0.549 2.952 0.498
H -0.091 2.310 2.012
H -2.068 1.172 1.404
H 0.536 -0.596 0.626
H -1.133 -1.248 0.404
H -0.358 -0.948 2.066
H -0.497 1.328 -0.718
H 1.878 2.723 0.435
H 1.870 0.894 0.944
H 1.800 0.558 -1.231
H 1.631 2.123 -1.485
H -1.042 -6.374 -2.636
H -0.722 -5.030 -1.971
O -0.640 -5.985 -1.810
*
```

As for the SMILES: C[C@H](O)CCN.O. For the largest force on an atom, the calculation gives 4.8 eV Å⁻¹. The energy relative to the best compared isomer or geometry (same formula, charge and spin) is 56.5 kcal per mole. The HOMO energy comes out at -9.38 eV. The gap between HOMO and LUMO is 10.1 eV. For the total energy, the calculation gives -365.35239 Ha.

Entry from the OMol25 dataset: C37H36N5O7SW as an isolated structure at a distorted geometry (ωB97M-V/def2-TZVPD).

ORCA input file:
```
! RIJCOSX wB97M-V def2-TZVPD def2/J DEFGRID3
* xyz 1 3
W -0.469 -1.090 0.433
C 4.021 4.990 -1.161
C 2.972 4.254 -0.318
C 3.016 4.777 1.127
C 1.595 4.552 -0.914
C 3.269 2.753 -0.286
C 4.602 2.318 -0.142
C 4.937 0.983 -0.143
C 3.907 0.052 -0.229
S 4.031 -1.668 -0.394
C 2.325 -1.776 -0.417
N 1.682 -0.646 -0.281
C 2.572 0.446 -0.271
C 2.259 1.807 -0.356
C 1.557 -2.990 -0.667
C 2.149 -4.235 -0.765
C 1.342 -5.321 -1.081
C -0.020 -5.124 -1.281
C -0.601 -3.870 -1.097
C 0.187 -2.776 -0.782
H 3.715 6.029 -1.294
H 4.125 4.538 -2.151
H 5.003 5.003 -0.687
H 2.850 5.857 1.142
H 3.985 4.576 1.589
H 2.237 4.306 1.732
H 1.443 5.632 -0.937
H 0.782 4.119 -0.332
H 1.534 4.187 -1.944
H 5.397 3.048 -0.064
H 5.972 0.670 -0.088
H 1.233 2.109 -0.485
H 3.216 -4.362 -0.613
H 1.769 -6.310 -1.173
H -0.651 -5.964 -1.546
H -1.673 -3.761 -1.194
C -3.878 1.767 -2.645
N -3.042 1.113 -1.639
C -3.725 0.804 -0.391
C -1.859 0.555 -1.927
O -1.460 -0.497 -1.348
N -1.080 1.077 -2.897
C -1.077 2.492 -3.266
C 0.061 0.305 -3.388
H -4.873 1.321 -2.597
H -3.489 1.601 -3.643
H -3.973 2.838 -2.462
H -4.245 1.702 -0.058
H -3.019 0.507 0.371
H -4.451 0.000 -0.529
H -1.544 3.089 -2.488
H -1.569 2.678 -4.221
H -0.040 2.810 -3.351
H -0.144 -0.758 -3.323
H 0.960 0.529 -2.810
H 0.235 0.573 -4.429
O -0.220 2.985 1.313
C -0.097 1.796 1.391
O -0.573 0.928 0.487
C 0.616 1.042 2.447
C 1.667 1.486 3.176
C 2.361 0.547 3.975
C 2.101 -0.805 3.955
C 1.042 -1.201 3.170
C 0.182 -0.314 2.478
N 0.819 -2.546 2.802
O 1.210 -3.498 3.418
O 0.172 -2.668 1.719
N 3.513 1.013 4.788
O 4.029 0.199 5.523
O 3.834 2.173 4.667
H 2.011 2.512 3.114
H 2.744 -1.507 4.468
H -0.889 -0.438 2.710
C -2.280 -1.937 0.887
C -3.269 -2.650 0.808
C -4.428 -3.479 0.729
C -5.312 -3.340 -0.350
C -6.425 -4.159 -0.441
C -6.664 -5.115 0.540
C -5.794 -5.255 1.614
C -4.676 -4.446 1.710
H -5.111 -2.590 -1.104
H -7.106 -4.056 -1.275
H -7.537 -5.751 0.471
H -5.987 -5.999 2.375
H -3.990 -4.546 2.542
*
```

For the largest force on an atom, the calculation gives 1.3 eV Å⁻¹. The energy relative to the best compared isomer or geometry (same formula, charge and spin) is 49.0 kcal per mole. The HOMO energy (alpha / beta) comes out at -10.49 / -11.16 eV. The gap between HOMO and LUMO (alpha / beta) is 5.9 / 6.1 eV. The expectation value of S² is 2.0583. For the total energy, the calculation gives -2696.86323 Ha.

Entry from the OMol25 dataset: a 6-piece molecular cluster, C13H10Cl15FO3 overall at a distorted geometry (ωB97M-V/def2-TZVPD).

ORCA input file:
```
! RIJCOSX wB97M-V def2-TZVPD def2/J DEFGRID3
* xyz 0 1
O -0.031 -4.529 -4.602
C 0.175 -3.741 -3.715
C 1.570 -3.485 -3.139
C 1.499 -2.649 -1.885
C 0.768 -2.941 -0.828
F -0.009 -4.017 -0.749
C 0.809 -1.999 0.335
O 0.856 -2.397 1.477
C 0.851 -0.528 -0.019
C 1.605 -0.214 -1.095
C 2.297 -1.392 -1.754
O 3.447 -1.334 -2.126
H -0.632 -3.137 -3.270
H 2.080 -2.887 -3.895
H 2.106 -4.418 -3.002
H 0.276 0.165 0.557
H 1.722 0.768 -1.492
C -1.905 -0.762 3.115
Cl -2.413 -0.241 1.505
Cl -0.352 -0.037 3.541
Cl -3.133 -0.355 4.313
H -1.786 -1.838 3.101
C 1.309 3.825 0.424
Cl 1.294 4.429 2.078
Cl 1.536 2.068 0.390
Cl -0.183 4.258 -0.419
H 2.139 4.286 -0.096
C 5.066 5.984 3.363
Cl 3.591 6.466 4.204
Cl 5.867 4.665 4.215
Cl 4.719 5.525 1.692
H 5.737 6.832 3.345
C -1.861 0.767 -2.151
Cl -1.535 -0.959 -1.955
Cl -2.066 1.161 -3.856
Cl -3.278 1.233 -1.213
H -1.012 1.326 -1.773
C -6.267 -2.054 1.001
Cl -5.192 -0.965 0.125
Cl -5.380 -2.932 2.251
Cl -7.621 -1.168 1.703
H -6.663 -2.776 0.299
*
```

As for the SMILES: O=CCC1=C(F)C(=O)C=CC1=O.ClC(Cl)Cl.ClC(Cl)Cl.ClC(Cl)Cl.ClC(Cl)Cl.ClC(Cl)Cl. For the largest force on an atom, the calculation gives 2.3 eV Å⁻¹. The HOMO energy comes out at -10.16 eV. The gap between HOMO and LUMO is 9.0 eV. For the total energy, the calculation gives -7729.72178 Ha.